Below is a structure of composition C8H16BF4S8SbSc, with properties calculated with the ωB97M-V functional and the def2-TZVPD basis.

Net charge: -1
Spin multiplicity: 1
Molar mass in g/mol: 622.27
Energy relative to the best compared isomer or geometry (same formula, charge and spin) in eV: 0.685
HOMO level in eV: -4.51
HOMO-LUMO gap in eV: 6.178

Each line ends with the Mulliken charge.
Positions of all 39 atoms, in Å:
1 Sc 1.6721 0.8283 -0.7485  0.91
2 C -0.2946 -2.3952 0.6337  -0.19
3 C -0.0539 -2.9498 -0.7625  -0.98
4 S 0.1058 -1.7386 -2.0957  0.06
5 C -1.6133 -1.3780 -2.5407  -0.94
6 C -2.4906 -0.7381 -1.4687  -0.83
7 S -1.6985 0.7661 -0.8336  0.28
8 C -2.4141 0.8739 0.8260  -0.60
9 C -1.7306 2.0094 1.5851  -1.00
10 S 0.0907 2.0278 1.5831  0.14
11 C 0.5036 0.8694 2.9047  -1.10
12 C 0.2550 -0.6036 2.6295  -0.60
13 S 1.0305 -1.2449 1.1102  0.16
14 H -0.3036 -3.2313 1.3370  0.42
15 H -1.2561 -1.8890 0.6987  -0.21
16 H -0.8498 -3.6536 -1.0174  0.48
17 H 0.8881 -3.5004 -0.7797  0.45
18 H -2.0958 -2.2872 -2.9064  0.51
19 H -1.5136 -0.6962 -3.3876  0.39
20 H -2.6726 -1.4350 -0.6503  0.36
21 H -3.4585 -0.4867 -1.9070  0.48
22 H -2.2983 -0.0772 1.3460  0.17
23 H -3.4818 1.0945 0.7615  0.47
24 H -2.0798 2.0253 2.6192  0.46
25 H -2.0073 2.9620 1.1318  0.43
26 H -0.0356 1.1599 3.8099  0.53
27 H 1.5656 1.0421 3.0694  0.44
28 H -0.8135 -0.8070 2.5645  0.35
29 H 0.6440 -1.1768 3.4731  0.54
30 S 6.3995 1.4298 -0.9347  -0.64
31 Sb 4.8755 -0.0524 -0.2085  0.67
32 S 3.2017 1.1953 1.0607  -0.58
33 S 3.2314 -0.4225 -1.9752  -0.50
34 S 5.2221 -2.0353 0.8082  -0.67
35 F 1.3471 3.5690 -3.4044  -0.31
36 B 0.6720 2.9687 -2.3977  0.71
37 F 1.4586 2.9549 -1.1682  -0.42
38 F -0.5643 3.4977 -2.1455  -0.38
39 F 0.5630 1.5246 -2.6201  -0.45

Below is a structure of composition C9H17N2O3S, with properties calculated with the ωB97M-V functional and the def2-TZVPD basis.

Net charge: +1
Spin multiplicity: 1
Molar mass in g/mol: 233.31
Energy relative to the best compared isomer or geometry (same formula, charge and spin) in eV: 0.000
HOMO level in eV: -13.34
HOMO-LUMO gap in eV: 10.495

Each line ends with the Mulliken charge.
Positions of all 32 atoms, in Å:
1 C -2.2068 -0.0309 -0.4011  -1.50
2 C -1.2930 -0.7184 0.3291  0.75
3 C 1.2698 -0.4615 0.4434  1.22
4 C 1.9186 -0.1876 -0.7071  -0.63
5 C -0.0980 0.0902 0.7745  -0.38
6 C -2.0233 1.3899 -0.6639  1.51
7 C -1.4636 -2.1284 0.9095  -1.29
8 C 1.7399 -1.4614 1.3604  -2.40
9 C -2.9692 2.3087 0.0860  -1.46
10 N -0.3149 1.4536 0.2207  -0.42
11 N -1.7260 1.6813 -1.9231  -0.44
12 O 3.7805 -0.7015 -2.4179  -0.65
13 O 3.2791 -2.4084 -0.7190  -0.56
14 O 4.3854 -0.2877 -0.1221  -0.51
15 S 3.4133 -1.0441 -1.0987  1.27
16 H -3.1006 -0.6501 -0.4966  0.45
17 H -0.2567 0.1891 1.8307  0.52
18 H -2.0536 -2.2745 1.8710  0.28
19 H -0.5157 -2.4283 1.2143  0.24
20 H -1.8784 -2.7752 0.0884  0.39
21 H 1.7050 -2.5213 0.9111  0.40
22 H 1.2070 -1.5030 2.3476  0.42
23 H 2.7855 -1.3311 1.4401  0.65
24 H -3.5128 2.9317 -0.5850  0.45
25 H -2.3353 3.0656 0.6687  0.32
26 H -3.7457 1.9444 0.8619  0.33
27 H 1.6748 0.3219 -1.5889  0.48
28 H 0.4257 1.8894 -0.3565  0.32
29 H -0.4781 2.1128 0.8927  0.35
30 H -1.2213 0.9817 -2.4849  0.24
31 H 5.3443 -0.0873 -0.4119  0.39
32 H -1.7361 2.6405 -2.2733  0.26

Below is a cluster of 8 separate species, C29H53FO11 in total, with properties calculated with the ωB97M-V functional and the def2-TZVPD basis.

Net charge: 0
SMILES string: O=C(O)CCC[C@@H]1C[C@H](F)OC1=O.CC(C)=O.CC(C)=O.CC(C)=O.CC(C)=O.CC(C)=O.CC(C)=O.CC(C)=O
Spin multiplicity: 1
Molar mass in g/mol: 596.73
HOMO level in eV: -8.83
HOMO-LUMO gap in eV: 9.426

Each line ends with the Mulliken charge.
Positions of all 94 atoms, in Å:
1 O -2.8768 2.0426 1.4486  -0.52
2 C -1.6475 1.9078 1.9896  0.14
3 O -0.4031 1.9963 1.1817  -0.39
4 C -1.5239 1.6948 3.6125  0.17
5 C -1.1886 0.1533 4.0807  -0.26
6 C 0.1058 0.0041 5.0747  -0.76
7 C -0.0326 0.7521 6.5245  0.04
8 C -1.4633 1.3843 7.0087  -0.34
9 C -0.8280 2.4682 8.1127  0.20
10 F -1.6971 3.6937 8.0670  -0.34
11 O 0.4538 3.0337 7.5762  -0.30
12 C 1.0892 1.9019 6.8506  0.48
13 O 2.3598 1.7167 6.4844  -0.57
14 H 0.0138 2.9095 1.3647  0.30
15 H -2.5520 1.9801 4.1454  -0.01
16 H -0.7105 2.3939 4.1262  0.32
17 H -0.9065 -0.4327 3.0796  0.32
18 H -2.1379 -0.4319 4.5046  0.17
19 H 0.3035 -1.1569 5.2607  0.28
20 H 1.0371 0.4937 4.5185  0.24
21 H 0.1233 -0.1252 7.3049  0.38
22 H -2.0617 2.1130 6.3164  0.11
23 H -2.2929 0.6985 7.4681  0.26
24 H -0.7803 2.1281 9.2323  0.22
25 C 1.3420 -1.9600 -1.8767  -0.34
26 C 0.5575 -1.4054 -0.7178  0.52
27 C -0.4777 -0.3552 -1.0199  -0.77
28 O 0.7547 -1.7956 0.4319  -0.63
29 H 2.0522 -2.7083 -1.5092  0.25
30 H 0.6651 -2.4397 -2.5880  0.24
31 H 1.9009 -1.1575 -2.3649  -0.15
32 H -1.2357 -0.7634 -1.6931  0.37
33 H 0.0000 0.5188 -1.4699  0.42
34 H -0.9650 -0.0476 -0.0886  0.01
35 C -5.9875 1.2577 3.7807  -1.03
36 C -5.2021 0.6268 4.8993  0.69
37 C -5.9495 -0.2635 5.8557  -1.17
38 O -3.9959 0.8310 5.0269  -0.37
39 H -5.3187 1.8735 3.1701  0.19
40 H -6.4223 0.4802 3.1476  0.34
41 H -6.7727 1.8967 4.1924  0.36
42 H -6.3828 -1.1087 5.3151  0.33
43 H -6.7330 0.3078 6.3599  0.35
44 H -5.2557 -0.6486 6.6105  0.28
45 C 1.1840 -6.5025 -1.2826  -1.15
46 C 1.1811 -6.0238 -2.7098  0.81
47 C 0.7655 -7.0075 -3.7708  -1.12
48 O 1.5058 -4.8730 -2.9980  -0.46
49 H 1.5051 -5.6864 -0.6268  0.27
50 H 0.1762 -6.8092 -0.9917  0.35
51 H 1.8824 -7.3358 -1.1717  0.35
52 H -0.2609 -7.3367 -3.5906  0.37
53 H 1.4453 -7.8632 -3.7707  0.34
54 H 0.8113 -6.5235 -4.7522  0.26
55 C 4.6394 -0.5364 -3.7478  -0.83
56 C 3.5061 0.0189 -4.5683  0.92
57 C 3.8339 0.5381 -5.9426  -1.12
58 O 2.3562 0.0471 -4.1324  -0.56
59 H 4.2550 -0.8739 -2.7794  0.21
60 H 5.0877 -1.3897 -4.2629  0.10
61 H 5.3885 0.2405 -3.5752  0.36
62 H 4.2463 -0.2673 -6.5555  0.26
63 H 4.5470 1.3629 -5.8679  0.33
64 H 2.9193 0.9076 -6.4186  0.30
65 C 0.0172 7.5652 1.4051  -1.10
66 C 0.1999 6.2204 0.7539  0.77
67 C 0.4704 6.1974 -0.7267  -1.04
68 O 0.1310 5.1802 1.4067  -0.53
69 H -0.1709 7.4278 2.4751  0.29
70 H 0.9238 8.1632 1.2832  0.33
71 H -0.8400 8.0789 0.9625  0.34
72 H 1.3971 6.7345 -0.9436  0.34
73 H -0.3667 6.6500 -1.2643  0.33
74 H 0.5805 5.1597 -1.0593  0.24
75 C 6.4613 -4.7660 -5.8799  -1.20
76 C 5.1294 -4.1291 -6.1740  0.76
77 C 3.9017 -4.8005 -5.6192  -0.94
78 O 5.0475 -3.0995 -6.8419  -0.57
79 H 7.2572 -4.1732 -6.3430  0.31
80 H 6.6292 -4.7944 -4.8004  0.32
81 H 6.4901 -5.7761 -6.2963  0.37
82 H 3.9556 -4.8305 -4.5280  0.25
83 H 3.8164 -5.8121 -6.0241  0.41
84 H 3.0132 -4.2303 -5.9107  0.29
85 C -3.2332 1.9426 -2.0316  -0.31
86 C -3.2361 2.4213 -3.4588  0.80
87 C -3.6517 1.4376 -4.5198  -1.09
88 O -2.9114 3.5722 -3.7470  -0.59
89 H -2.9121 2.7587 -1.3758  0.20
90 H -4.2410 1.6359 -1.7406  0.38
91 H -2.5348 1.1093 -1.9207  -0.25
92 H -4.6781 1.1084 -4.3396  0.31
93 H -2.9719 0.5819 -4.5197  0.28
94 H -3.6059 1.9216 -5.5012  0.30

Which of these has the lowest HOMO level? C9H17N2O3S

Look up the spin multiplicity of the second one. 1

Repeat the second record exactly.
Below is a structure of composition C9H17N2O3S, with properties calculated with the ωB97M-V functional and the def2-TZVPD basis.

Net charge: +1
Spin multiplicity: 1
Molar mass in g/mol: 233.31
Energy relative to the best compared isomer or geometry (same formula, charge and spin) in eV: 0.000
HOMO level in eV: -13.34
HOMO-LUMO gap in eV: 10.495

Each line ends with the Mulliken charge.
Positions of all 32 atoms, in Å:
1 C -2.2068 -0.0309 -0.4011  -1.50
2 C -1.2930 -0.7184 0.3291  0.75
3 C 1.2698 -0.4615 0.4434  1.22
4 C 1.9186 -0.1876 -0.7071  -0.63
5 C -0.0980 0.0902 0.7745  -0.38
6 C -2.0233 1.3899 -0.6639  1.51
7 C -1.4636 -2.1284 0.9095  -1.29
8 C 1.7399 -1.4614 1.3604  -2.40
9 C -2.9692 2.3087 0.0860  -1.46
10 N -0.3149 1.4536 0.2207  -0.42
11 N -1.7260 1.6813 -1.9231  -0.44
12 O 3.7805 -0.7015 -2.4179  -0.65
13 O 3.2791 -2.4084 -0.7190  -0.56
14 O 4.3854 -0.2877 -0.1221  -0.51
15 S 3.4133 -1.0441 -1.0987  1.27
16 H -3.1006 -0.6501 -0.4966  0.45
17 H -0.2567 0.1891 1.8307  0.52
18 H -2.0536 -2.2745 1.8710  0.28
19 H -0.5157 -2.4283 1.2143  0.24
20 H -1.8784 -2.7752 0.0884  0.39
21 H 1.7050 -2.5213 0.9111  0.40
22 H 1.2070 -1.5030 2.3476  0.42
23 H 2.7855 -1.3311 1.4401  0.65
24 H -3.5128 2.9317 -0.5850  0.45
25 H -2.3353 3.0656 0.6687  0.32
26 H -3.7457 1.9444 0.8619  0.33
27 H 1.6748 0.3219 -1.5889  0.48
28 H 0.4257 1.8894 -0.3565  0.32
29 H -0.4781 2.1128 0.8927  0.35
30 H -1.2213 0.9817 -2.4849  0.24
31 H 5.3443 -0.0873 -0.4119  0.39
32 H -1.7361 2.6405 -2.2733  0.26